Record 1
A 4-piece molecular cluster, C4H14O3 overall. Source: OMol25; level of theory: the ωB97M-V functional and the def2-TZVPD basis.

Geometry as XYZ:
```
21
Properties=species:S:1:pos:R:3:forces:R:3
O -2.919805 -1.575611 4.834380 0.34 -0.17 -0.04
H 0.566731 2.474331 -0.172158 0.01 -0.28 -0.58
O -1.817301 -1.380969 1.948928 -0.11 0.22 -1.24
H 3.918144 1.053188 -1.231354 0.54 0.10 0.16
H -2.323563 -1.853382 4.127999 0.23 0.27 -0.04
H 0.876399 -0.189093 -2.958364 0.25 -0.46 0.18
H 3.217888 0.159752 -2.610276 0.66 -0.35 0.06
H -0.280556 0.447335 -1.687653 -0.09 0.71 -0.37
H -3.171353 -0.013070 -1.079028 -0.20 -0.03 -0.36
C 1.534828 1.992001 -0.330225 0.60 -0.58 1.36
C 3.137798 0.387203 -1.547221 -1.45 0.64 -1.02
C 0.729537 0.430322 -2.085330 0.45 0.65 0.25
H -2.610749 -1.449597 -1.378419 -0.24 -0.10 -0.45
H -2.350837 -1.116825 1.169781 -0.44 -0.08 0.70
O -2.615317 -0.722825 -0.761766 0.40 0.13 0.80
C 1.755768 1.055286 -1.470559 -1.10 -1.48 0.29
H 1.699449 1.328588 0.550280 -0.03 0.64 -0.05
H 3.094767 -0.546154 -0.965214 0.26 0.46 -0.14
H 2.314641 2.758773 -0.268021 -0.09 -0.07 -0.13
H -0.995422 -1.406406 1.447143 0.61 -0.21 0.59
H -3.761045 -1.832849 4.467076 -0.58 -0.02 0.03
```
Forces are in eV/Å.

Properties
E ... -386.47211 Ha
Lowest unoccupied orbital energy ... 0.278 eV
HOMO level ... -8.97 eV
Structure (SMILES) ... C=C(C)C.O.O.O
Total charge ... 0
Relative energy (zero: lowest compared OMol25 entry of this formula, charge and spin) ... 34.3 kcal/mol



Record 2
A 4-piece molecular cluster, C4H14O3 overall. Source: OMol25; level of theory: the ωB97M-V functional and the def2-TZVPD basis.

Geometry as XYZ:
```
21
Properties=species:S:1:pos:R:3:forces:R:3
H -3.316720 0.174210 -1.288555 0.65 0.71 -0.56
O -0.622086 1.309085 1.648050 0.14 -0.14 -0.03
H -2.788210 1.873994 -1.658828 -0.71 1.06 -0.68
C -0.445564 -1.918203 -1.740153 -0.29 1.29 0.59
O 2.813600 -0.342551 0.032700 -0.74 0.13 -1.31
H -0.941340 -1.059334 0.055400 0.04 1.37 -1.48
H 2.540581 -0.579041 3.270983 0.82 -0.64 0.85
H 0.110072 0.853143 2.073267 0.53 0.01 0.03
H -1.300874 1.175470 2.305720 -0.59 0.14 0.16
H -0.477061 1.209589 -1.117325 0.01 0.10 0.12
C -2.519506 0.959480 -1.214895 -0.77 -1.33 1.69
H 3.274691 -0.087961 -0.782884 0.61 0.02 0.60
O 1.872029 -0.059404 2.864083 -0.62 0.16 -2.46
H -0.230284 -2.782092 -1.084825 -0.05 0.06 -1.34
H -0.887543 0.837434 -2.688346 -0.34 -1.37 -0.06
H -2.460348 1.135668 -0.123165 -0.04 0.05 -0.46
C -1.148245 0.530393 -1.661282 0.96 0.51 1.56
H -0.417843 -1.786714 -2.836352 0.39 -0.97 0.62
H 1.932327 -0.404908 -0.383221 -0.11 -0.27 0.64
H 2.049721 -0.251588 1.892852 -0.12 0.54 1.52
C -0.823136 -0.822637 -1.059745 0.22 -1.45 0.01
```
Forces are in eV/Å.

Properties
E ... -386.46705 Ha
Lowest unoccupied orbital energy ... 0.634 eV
HOMO level ... -9.66 eV
Structure (SMILES) ... C=CCC.O.O.O
Total charge ... 0
Relative energy (zero: lowest compared OMol25 entry of this formula, charge and spin) ... 37.5 kcal/mol



Record 3
A 4-piece molecular cluster, C4H14O3 overall. Source: OMol25; level of theory: the ωB97M-V functional and the def2-TZVPD basis.

Geometry as XYZ:
```
21
Properties=species:S:1:pos:R:3:forces:R:3
O -2.588777 0.137645 -6.557653 0.02 -0.07 -0.01
H 5.534500 -0.987857 0.610358 -0.27 -2.43 -0.45
H 4.654770 1.359684 -0.142729 0.29 2.15 1.48
H -1.866426 0.477489 -5.996944 -0.98 0.20 -0.40
C 2.375004 -0.695450 -0.648182 -1.03 -0.31 0.26
H 5.712201 0.464594 -1.220572 -1.76 -0.05 0.62
C 4.621877 -1.548114 0.231764 -1.05 4.91 -1.36
C 3.879230 -0.508721 -0.338717 0.12 -3.39 -1.58
H -4.579010 0.081955 5.262707 -0.11 -0.91 0.66
O -4.128204 0.916570 5.235215 -0.13 0.55 -0.66
H 1.901634 -0.632236 -1.715243 1.48 0.40 1.65
O -5.532229 0.497826 2.900473 0.44 2.27 -0.06
H 4.255543 -2.551772 0.076838 0.35 -0.22 1.24
H -4.508320 1.182793 4.377841 0.40 0.36 0.36
H 4.165224 1.238131 -1.855594 0.52 -1.61 2.19
H -5.100209 0.789216 2.089889 -0.07 -0.06 0.04
C 4.621983 0.666999 -0.907096 0.60 0.55 -2.86
H 2.104439 -1.751138 -0.326156 0.13 1.36 -0.03
H 1.826018 0.071154 0.030946 0.60 -1.38 -1.16
H -3.349898 0.744437 -6.613334 0.97 -0.13 0.41
H -5.745349 -0.391060 2.771107 -0.53 -2.21 -0.34
```
Forces are in eV/Å.

Properties
E ... -386.41488 Ha
Lowest unoccupied orbital energy ... 0.539 eV
HOMO level ... -8.74 eV
Structure (SMILES) ... C=C(C)C.O.O.O
Total charge ... 0
Relative energy (zero: lowest compared OMol25 entry of this formula, charge and spin) ... 70.2 kcal/mol



Record 4
A 4-piece molecular cluster, C4H14O3 overall. Source: OMol25; level of theory: the ωB97M-V functional and the def2-TZVPD basis.

Geometry as XYZ:
```
21
Properties=species:S:1:pos:R:3:forces:R:3
H -0.445399 0.765556 -1.277401 -0.44 0.02 0.01
H -2.534187 -0.504939 2.153424 -0.43 0.59 0.11
C 1.373442 0.343027 -0.232897 1.14 1.15 -0.04
C 1.575052 0.901589 1.153700 -0.67 -0.43 0.18
H 1.965523 -1.078242 -1.640111 0.29 -0.09 -0.15
H -2.858522 0.015460 -1.922086 -0.14 0.12 -0.15
H 2.357552 1.646669 1.243285 0.11 0.25 -0.32
H 0.312912 -1.543053 0.263259 -0.19 0.03 0.07
O -2.457310 -0.134043 1.263757 0.38 -1.01 0.31
C 0.555803 1.171629 -1.192925 -0.33 -1.04 -0.12
H 1.002723 1.095109 -2.181309 -0.03 0.25 -0.07
H 1.825561 0.087954 1.822560 0.14 -0.12 0.27
H 0.640331 1.335007 1.517333 0.07 0.07 0.00
H 0.434091 2.204892 -0.895188 0.22 0.15 0.16
H 2.982683 -0.971016 -0.068409 -0.30 -0.70 0.24
H -3.027774 0.334311 -0.455273 -0.28 0.39 0.00
O -0.483907 -1.956555 0.648975 0.32 -0.25 -0.11
H -0.199800 -2.847236 0.877801 -0.17 -0.01 0.02
C 2.105352 -0.697774 -0.638906 -0.13 0.61 -0.21
O -3.200780 0.702550 -1.339769 0.28 -0.40 0.06
H -1.923343 -0.870901 0.900183 0.14 0.42 -0.28
```
Forces are in eV/Å.

Properties
E ... -386.49305 Ha
Lowest unoccupied orbital energy ... 0.516 eV
HOMO level ... -9.67 eV
Structure (SMILES) ... C=C(C)C.O.O.O
Total charge ... 0
Relative energy (zero: lowest compared OMol25 entry of this formula, charge and spin) ... 21.2 kcal/mol



Record 5
A 4-piece molecular cluster, C4H14O3 overall. Source: OMol25; level of theory: the ωB97M-V functional and the def2-TZVPD basis.

Geometry as XYZ:
```
21
Properties=species:S:1:pos:R:3:forces:R:3
H 2.740318 -1.541798 0.548682 0.31 0.09 -0.32
O -1.344134 3.034984 1.987685 -0.20 -0.62 0.37
C 1.497074 -0.863364 -1.896118 1.31 -1.32 2.82
H -0.539868 -2.805745 -1.459428 -0.02 0.43 -0.32
O -3.141793 0.559156 0.393337 0.48 -0.34 0.22
H 0.627564 1.662919 -0.473699 -0.01 0.34 0.07
H -1.878570 2.263068 2.230963 -0.11 0.30 -0.13
O -0.289306 1.808992 -0.224904 0.06 -0.69 0.49
H 1.199617 -1.778228 1.354313 0.51 0.54 0.55
H -3.212300 0.026804 -0.404243 -0.28 0.12 -0.12
H 2.565502 -1.147282 -1.808924 -0.14 -0.92 -0.91
H -0.287812 2.068385 0.721580 0.03 0.45 -0.58
H 0.942774 -1.192731 -2.751050 0.21 0.91 -0.83
C -0.320003 -2.019634 -0.739331 -0.50 -0.64 0.91
C 0.929430 -1.445707 -0.634952 1.55 1.86 -1.34
H -1.106566 -1.761931 -0.028294 0.14 -0.22 0.12
H -2.186352 0.671213 0.496144 -0.15 0.28 -0.24
H -1.446488 3.606328 2.756535 0.19 0.20 -0.08
H 1.691570 -0.109075 0.871711 0.04 -0.01 -0.01
H 1.830593 0.131211 -1.552846 -1.25 0.60 -1.06
C 1.728748 -1.167567 0.612838 -2.17 -1.35 0.37
```
Forces are in eV/Å.

Properties
E ... -386.12821 Ha
Lowest unoccupied orbital energy (alpha / beta) ... -5.604 / -7.744 eV
HOMO level (alpha / beta) ... -14.45 / -14.45 eV
2S+1 ... 2
Total charge ... +1
Relative energy (zero: lowest compared OMol25 entry of this formula, charge and spin) ... 34.1 kcal/mol



Record 6
C4H15BFNbO8PS2 as an isolated structure. Source: OMol25; level of theory: the ωB97M-V functional and the def2-TZVPD basis.

Geometry as XYZ:
```
33
Properties=species:S:1:pos:R:3:forces:R:3
H 2.411184 -3.260255 2.240742 0.02 -0.01 0.02
H -2.866294 5.100385 -0.358731 -0.04 0.05 -0.07
H -1.607462 1.500777 -2.204175 -0.88 -0.31 0.42
H -3.884221 4.577271 0.987932 0.03 0.08 0.00
C 4.271027 -2.510541 1.408232 -0.01 0.06 -0.11
C -3.768044 4.553912 -0.096084 -0.21 -0.14 0.38
O 1.879376 1.313491 -1.419291 -0.15 -0.11 0.29
O 1.662811 1.659126 1.026720 -0.20 -0.31 -0.38
H 4.649914 -2.159990 0.448707 0.00 -0.02 -0.01
O 4.474035 -5.905613 2.320102 -0.02 -0.02 0.07
H -3.512205 2.400748 -3.061593 -0.04 -0.09 -0.03
O 3.203567 -4.468286 0.756557 -0.10 0.09 -0.09
O -1.232552 -1.432801 -1.187941 -0.25 -0.02 -0.07
H -1.866202 1.916781 1.381981 -0.66 0.00 -0.46
H 4.299808 -1.705187 2.135018 0.04 -0.06 0.06
H -5.214768 2.565967 -2.572817 -0.01 -0.01 -0.03
Nb -1.405186 1.822777 -0.400283 0.57 0.81 0.43
H -1.556925 -1.741943 1.388465 -0.44 -0.08 -0.39
O 5.102659 -3.593790 1.884713 0.03 0.16 0.09
C -4.203150 2.947185 -2.428036 -0.13 0.20 0.03
O -2.129967 -1.067165 0.987840 0.62 0.30 0.41
B -1.588914 -0.540629 -0.173771 0.33 -0.19 -0.22
F 1.335992 -0.522765 0.057206 -0.09 -0.22 0.08
O 5.402304 -5.311954 0.128099 0.02 0.00 -0.07
H 2.263709 -2.623728 0.579054 0.00 -0.10 -0.08
S 1.113229 1.114679 -0.206145 0.60 0.62 0.04
H -4.636075 5.036233 -0.547556 -0.01 0.01 0.05
H -0.284248 3.284176 -0.431677 0.07 -0.78 0.02
H -4.192707 3.996859 -2.725891 0.03 0.02 -0.05
S 4.617219 -4.969185 1.261046 0.07 -0.12 0.02
H -1.958888 -1.609954 -1.803883 0.36 0.12 0.18
P -3.686658 2.784602 -0.651004 0.58 -0.05 -0.56
C 2.907632 -3.151183 1.276464 -0.13 0.13 0.04
```
Forces are in eV/Å.

Properties
E ... -2082.69730 Ha
Lowest unoccupied orbital energy ... 1.977 eV
HOMO level ... -4.91 eV
Total charge ... -1